[1]
Here is a gas-phase ion, CH8N3Si (charge +1) in a non-equilibrium geometry from the Open Molecules 2025 dataset. Energies are from ωB97M-V/def2-TZVPD.

Properties
- SMILES: C1N[NH2+][SiH2]N1
- E_HOMO: -0.4998 Ha
- Energy above the lowest of the compared OMol25 structures with the same formula, charge and spin: 3.726 eV
- Orbital gap: 9.50 eV

```
! RIJCOSX wB97M-V def2-TZVPD def2/J DEFGRID3
* xyz 1 1
Si -0.818 -0.308 -1.205
N -0.600 1.106 0.247
N 0.295 0.583 1.230
N 0.539 -1.109 -0.523
C 1.040 -0.567 0.711
H -0.035 0.575 2.158
H 1.257 -1.402 1.439
H -2.134 -0.950 -1.063
H -1.447 1.425 0.711
H -0.153 0.695 -2.215
H -0.147 1.844 -0.201
H 0.631 -2.083 -0.496
H 2.198 -0.220 0.549
*
```

=====

[2]
Here is a single C5H9N3OS molecule in a non-equilibrium geometry from the Open Molecules 2025 dataset. Energies are from ωB97M-V/def2-TZVPD.

Properties
- SMILES: C[C@@H](S)n1cnn(C)c1=O
- E_HOMO: -0.3245 Ha
- Energy above the lowest of the compared OMol25 structures with the same formula, charge and spin: 0.000 eV
- Orbital gap: 9.57 eV

```
! RIJCOSX wB97M-V def2-TZVPD def2/J DEFGRID3
* xyz 0 1
S 2.716 0.884 -0.630
O -1.042 1.600 0.169
N -0.956 -0.257 1.553
N -0.304 -1.485 1.570
N 0.312 -0.362 -0.217
C 1.283 -0.113 -1.272
C -2.062 -0.040 2.424
C 0.735 0.473 -2.607
C 0.471 -1.492 0.537
C -0.658 0.522 0.458
H 1.391 1.090 -3.120
H 2.133 1.724 0.185
H -1.978 -0.618 3.337
H 1.713 -1.130 -1.441
H 1.037 -2.299 0.230
H 0.504 -0.305 -3.359
H -2.071 1.100 2.557
H -0.227 1.116 -2.473
H -2.995 -0.409 2.099
*
```

=====

[3]
Here is a molecular structure, C12H12ClNO6RhS2 from the Open Molecules 2025 dataset. Energies are from ωB97M-V/def2-TZVPD.

Properties
- E_HOMO (alpha / beta): -0.2369 / -0.3181 Ha
- Energy above the lowest of the compared OMol25 structures with the same formula, charge and spin: 0.409 eV
- Orbital gap (alpha / beta): 6.60 / 6.29 eV

```
! RIJCOSX wB97M-V def2-TZVPD def2/J DEFGRID3
* xyz 0 6
Rh -0.034 -0.200 0.271
Cl 2.042 -1.720 -0.605
S -2.770 0.336 -0.043
S 0.331 2.091 0.441
O -0.132 -0.070 2.464
O 2.394 -0.542 0.188
O 3.179 -2.447 -1.013
O -3.223 0.867 1.256
O 1.259 -1.242 -1.737
O 1.149 -2.510 0.231
N 0.336 1.047 2.933
C -4.244 0.031 -1.034
C 0.117 2.248 2.148
C -2.309 -1.880 1.506
C -1.589 -3.507 -0.650
C -1.927 -2.187 -0.879
C -1.956 -3.205 1.716
C 0.352 1.125 4.362
C 0.068 2.285 4.968
C -0.165 3.403 2.815
C -1.606 -4.013 0.645
C -2.297 -1.382 0.205
C -0.217 3.463 4.213
H -3.964 -0.442 -1.974
H -1.947 -3.603 2.722
H -4.923 -0.597 -0.460
H 0.594 0.183 4.828
H -2.591 -1.222 2.316
H -0.326 4.294 2.222
H -1.285 -4.135 -1.476
H -4.691 1.005 -1.228
H -0.457 4.386 4.716
H -1.320 -5.041 0.818
H -1.891 -1.779 -1.883
H 0.068 2.318 6.049
*
```

=====

[4]
Here is 2 unconnected molecules or ions with the total composition C6H16 from the Open Molecules 2025 dataset. Energies are from ωB97M-V/def2-TZVPD.

Properties
- SMILES: CCC.CCC
- E_HOMO: -0.4153 Ha
- Energy above the lowest of the compared OMol25 structures with the same formula, charge and spin: 0.417 eV
- Orbital gap: 12.39 eV

```
! RIJCOSX wB97M-V def2-TZVPD def2/J DEFGRID3
* xyz 0 1
C 0.566 2.131 -1.701
C 0.686 -0.790 2.417
C 0.629 -2.741 0.757
C 0.456 -1.230 0.962
C -0.714 1.893 -0.876
C -1.640 0.880 -1.557
H -0.550 -0.898 0.710
H -0.356 -3.209 0.786
H 0.080 0.071 2.717
H 0.806 1.212 -2.239
H 1.718 -0.494 2.615
H -1.546 0.965 -2.638
H -1.418 -0.147 -1.260
H -1.285 2.803 -0.713
H 0.383 -1.580 3.101
H 1.099 -2.963 -0.202
H -2.680 1.029 -1.257
H 1.101 -0.638 0.312
H 0.378 2.861 -2.493
H 1.410 2.437 -1.094
H -0.377 1.565 0.107
H 1.253 -3.158 1.544
*
```

=====

[5]
Here is a molecular structure, C4H9N4 in a non-equilibrium geometry from the Open Molecules 2025 dataset. Energies are from ωB97M-V/def2-TZVPD.

Properties
- E_HOMO: -0.4408 Ha
- Energy above the lowest of the compared OMol25 structures with the same formula, charge and spin: 4.643 eV
- Orbital gap: 7.88 eV

```
! RIJCOSX wB97M-V def2-TZVPD def2/J DEFGRID3
* xyz 1 1
N 1.545 -1.277 0.194
N 0.629 2.148 -0.159
N -1.131 -1.966 -0.348
N -2.723 0.785 0.200
C -0.919 -0.852 0.161
C -1.625 0.325 -0.083
C 0.501 -0.284 0.465
C 0.254 0.874 -0.528
H 1.256 -1.756 -0.698
H 0.046 2.825 -0.495
H -3.031 1.691 -0.011
H 0.797 2.336 0.758
H 0.543 0.284 1.392
H 2.550 -0.855 0.083
H -0.445 -2.655 -0.171
H 1.414 -2.161 0.739
H 0.341 0.537 -1.500
*
```

=====

[6]
Here is a single C9H11ClN2S molecule in a non-equilibrium geometry from the Open Molecules 2025 dataset. Energies are from ωB97M-V/def2-TZVPD.

Properties
- SMILES: CN/C(=N/c1ccccc1Cl)SC
- E_HOMO: -0.3131 Ha
- Energy above the lowest of the compared OMol25 structures with the same formula, charge and spin: 0.000 eV
- Orbital gap: 9.19 eV

```
! RIJCOSX wB97M-V def2-TZVPD def2/J DEFGRID3
* xyz 0 1
Cl -0.697 1.849 -1.444
S 1.136 0.728 1.618
N 0.207 -0.829 -0.483
N 2.502 -0.565 -0.331
C 2.212 2.016 1.073
C 2.696 -1.407 -1.482
C 1.209 -0.340 0.134
C -2.968 1.048 -0.323
C -1.886 -1.358 0.507
C -1.667 0.747 -0.572
C -3.750 0.118 0.377
C -3.229 -1.075 0.810
C -1.116 -0.428 -0.109
H 2.033 -1.116 -2.300
H -4.800 0.297 0.602
H 3.249 1.693 0.961
H 3.737 -1.509 -1.800
H -3.934 -1.825 1.329
H 3.305 -0.608 0.235
H -3.387 2.023 -0.555
H 1.934 2.542 0.156
H 2.377 -2.467 -1.231
H -1.390 -2.257 0.871
H 2.227 2.722 1.957
*
```

=====

[7]
Here is a molecular structure, C33H35F5MgN4OP2 in a non-equilibrium geometry from the Open Molecules 2025 dataset. Energies are from ωB97M-V/def2-TZVPD.

Properties
- E_HOMO: -0.2545 Ha
- Energy above the lowest of the compared OMol25 structures with the same formula, charge and spin: 0.000 eV
- Orbital gap: 6.67 eV

```
! RIJCOSX wB97M-V def2-TZVPD def2/J DEFGRID3
* xyz 0 1
P 1.804 -0.257 0.358
P -1.430 -0.980 0.629
Mg 0.121 1.081 1.560
F -1.368 1.330 3.729
F -2.501 1.562 6.272
F 0.376 -2.943 4.956
F -0.802 -2.713 7.432
F -2.169 -0.448 8.086
O 0.197 -0.737 3.133
N 2.944 -1.406 0.925
N -2.117 0.490 -0.088
N -2.886 -1.899 0.804
N 2.891 0.901 -0.342
C -2.772 2.643 -0.363
C -0.929 -0.529 -4.612
C -0.505 -1.673 -0.771
C 0.883 -1.008 -0.997
C 1.163 0.545 -3.497
C 4.027 0.662 -1.121
C 4.438 -2.385 2.313
C 0.994 1.846 -3.273
C -1.202 0.345 4.679
C -1.682 1.813 -4.064
C -0.296 -1.813 5.266
C 0.640 2.755 -4.421
C 4.010 -3.353 1.340
C -0.900 -1.718 6.516
C -0.380 -0.750 4.289
C 3.776 -1.198 2.045
C -1.988 1.808 0.409
C 4.683 1.870 -1.322
C 0.596 -0.240 -4.643
C 1.610 1.766 2.967
C -3.083 -2.614 2.009
C -1.627 -0.572 6.855
C -4.959 -2.822 0.733
C -2.889 0.557 -1.228
C -0.742 2.476 -5.035
C -4.346 -3.192 1.984
C -4.044 -2.051 0.032
C -1.789 0.459 5.923
C 3.921 2.890 -0.662
C 3.096 -2.730 0.510
C 2.809 2.287 -0.103
C -1.801 0.491 -3.945
C -3.340 1.862 -1.405
H 1.273 2.355 -2.344
H 0.698 -0.154 -1.671
H 2.230 0.980 3.408
H -1.180 3.434 -5.339
H -2.927 3.702 -0.211
H -4.781 -3.800 2.757
H 3.796 -0.237 2.532
H 0.851 0.188 -5.618
H -1.099 -1.600 -1.703
H 1.091 -1.222 -4.631
H 4.166 3.941 -0.600
H 5.155 -2.550 3.103
H 2.005 2.703 0.481
H 4.250 -0.343 -1.445
H -1.102 -1.504 -4.132
H -5.959 -3.089 0.404
H -0.353 -2.748 -0.558
H 0.662 3.798 -4.081
H -2.292 -2.647 2.734
H 1.552 -1.704 -1.525
H 1.138 2.282 3.817
H 5.600 2.011 -1.874
H 4.340 -4.379 1.257
H -3.030 -0.329 -1.828
H 2.516 -3.090 -0.333
H -2.777 0.077 -3.686
H -1.547 2.056 1.388
H -3.980 2.191 -2.216
H 2.268 2.482 2.468
H -0.643 1.901 -5.961
H -2.378 2.511 -3.585
H -4.108 -1.613 -0.953
H 1.391 2.660 -5.233
H 2.000 0.001 -3.028
H -1.253 -0.671 -5.661
*
```

=====

[8]
Here is 2 unconnected molecules or ions with the total composition C4H6O4 in a non-equilibrium geometry from the Open Molecules 2025 dataset. Energies are from ωB97M-V/def2-TZVPD.

Properties
- E_HOMO: -0.0216 Ha
- Energy above the lowest of the compared OMol25 structures with the same formula, charge and spin: 1.303 eV
- Orbital gap: 7.55 eV

```
! RIJCOSX wB97M-V def2-TZVPD def2/J DEFGRID3
* xyz -2 1
O -1.423 0.472 -0.529
O 0.807 -0.994 1.257
O -1.426 0.577 -2.804
O 1.731 -0.055 3.079
C -1.256 0.013 -1.671
C 1.091 -0.039 1.972
C -0.620 -1.377 -1.827
C 0.633 1.463 1.568
H -1.287 -2.171 -1.470
H 1.317 2.152 2.043
H -0.215 -1.552 -2.803
H -0.415 1.551 1.822
H 0.836 1.483 0.516
H 0.228 -1.523 -1.152
*
```

=====

[9]
Here is a single C4H6N2O molecule from the Open Molecules 2025 dataset. Energies are from ωB97M-V/def2-TZVPD.

Properties
- SMILES: Cc1ncc(O)[nH]1
- E_HOMO: -0.2944 Ha
- Energy above the lowest of the compared OMol25 structures with the same formula, charge and spin: 0.558 eV
- Orbital gap: 8.71 eV

```
! RIJCOSX wB97M-V def2-TZVPD def2/J DEFGRID3
* xyz 0 1
O 0.801 -2.160 1.479
N 0.698 1.182 0.177
N -0.303 -0.775 -0.051
C 1.274 0.271 1.043
C -0.238 0.536 -0.463
C 0.659 -0.939 0.908
C -1.189 1.110 -1.461
H -0.716 1.958 -1.961
H 2.088 0.545 1.701
H -0.912 -1.501 -0.394
H -1.482 0.375 -2.219
H -2.101 1.473 -0.972
H 1.420 -2.074 2.214
*
```

=====

[10]
Here is a molecular structure, C35H88Cl2HfN5O16S in a non-equilibrium geometry from the Open Molecules 2025 dataset. Energies are from ωB97M-V/def2-TZVPD.

Properties
- E_HOMO: -0.3639 Ha
- Orbital gap: 5.29 eV

```
! RIJCOSX wB97M-V def2-TZVPD def2/J DEFGRID3
* xyz 1 1
Hf 0.088 2.306 -2.840
Cl -0.291 -4.698 -1.379
Cl -1.501 -5.230 -4.406
S -2.831 1.661 -2.463
O 3.929 -5.140 -0.091
O 0.548 0.510 -1.617
O -3.759 -1.924 -0.923
O 2.364 1.255 -3.304
O 5.135 -10.410 -0.241
O -1.347 2.955 2.075
O -3.925 2.554 -2.209
O -0.415 -0.511 8.818
O -3.168 0.253 -2.434
O 1.780 -1.423 4.150
O -1.617 -0.444 -6.523
O -1.999 1.994 -3.668
O -3.328 6.911 4.137
O -1.692 1.878 -1.502
O -2.437 7.274 -3.122
O 0.524 3.222 -0.658
N 1.741 0.142 6.506
N -4.541 4.801 2.272
N -0.904 4.536 -2.650
N 3.452 -8.216 0.256
N 0.119 0.879 -4.795
C -2.396 -5.645 -2.915
C 1.499 -1.680 2.803
C 1.720 2.919 0.054
C -2.120 4.896 -3.475
C 3.009 -0.132 5.800
C 1.866 -0.023 7.955
C 2.657 -0.353 4.352
C -1.117 -0.874 7.657
C 3.525 1.292 -2.483
C -4.708 6.645 3.989
C 4.722 -8.054 -0.441
C -2.048 -4.784 -1.716
C -0.486 -0.445 -4.485
C 0.595 0.454 8.664
C -1.004 1.609 1.882
C 2.732 -5.801 0.273
C 3.108 -7.034 1.086
C 5.703 -11.602 -0.734
C -4.954 6.177 2.563
C -0.450 -1.279 -0.333
C 0.810 -0.675 -0.940
C -2.092 -1.129 -7.674
C 5.136 -9.344 -1.135
C -1.178 4.850 -1.213
C 3.751 -4.062 -0.977
C 0.148 4.600 -0.474
C -3.080 4.646 2.235
C -0.803 -1.279 -5.741
C -2.004 8.605 -3.352
C 2.484 0.343 -4.400
C 1.469 0.801 -5.404
C -3.037 7.279 5.475
C -2.744 3.191 1.980
C -3.814 -1.930 0.487
C -1.998 6.303 -4.031
H -1.902 -1.573 7.947
H 5.252 -11.872 -1.692
H -2.635 9.024 -4.139
H -3.467 -5.559 -3.088
H 4.376 1.792 -2.950
H -2.299 4.191 -4.282
H 2.703 0.590 8.301
H -5.357 7.521 4.116
H 3.881 -6.858 1.829
H 2.280 0.608 3.968
H 3.822 0.302 -2.134
H -0.291 5.324 -2.866
H -3.137 2.901 0.993
H -2.840 -2.098 0.961
H -1.463 -0.245 -4.046
H 1.527 0.103 -6.243
H -1.568 -0.042 7.111
H -0.997 6.549 -4.421
H -3.007 4.816 -2.847
H -3.272 -1.137 -1.222
H 2.161 -6.104 -0.614
H 5.527 -7.776 0.251
H 3.248 -3.197 -0.528
H 0.193 -1.513 -6.145
H 3.587 -0.462 3.772
H 1.239 -1.426 -1.618
H -1.391 5.913 -1.121
H -0.409 1.088 -5.652
H -3.151 6.463 6.197
H -4.500 6.934 1.906
H 5.556 -12.376 0.016
H 1.051 -0.532 6.199
H 4.799 -7.213 -1.144
H 2.103 -5.136 0.881
H -1.241 -2.223 -5.410
H -4.321 -1.048 0.885
H -2.760 -1.943 -7.380
H -1.381 0.912 2.639
H 1.812 1.846 0.203
H -1.188 1.234 0.876
H 6.138 -9.239 -1.574
H 0.264 1.399 8.211
H 3.456 0.429 -4.895
H 2.609 3.404 -0.353
H 1.742 1.776 -5.813
H -0.972 8.626 -3.723
H -2.188 -6.684 -2.669
H -1.218 -0.539 -0.121
H -5.069 5.875 4.679
H 0.077 1.526 2.041
H -1.966 7.480 5.535
H 4.733 -3.745 -1.328
H 0.048 4.696 0.609
H -2.382 -3.752 -1.796
H 4.436 -9.425 -1.986
H 2.760 -8.251 -0.488
H 1.511 -0.475 -0.115
H -2.565 -5.267 -0.888
H -1.849 4.129 -0.751
H 1.619 3.274 1.085
H 2.093 -2.533 2.451
H -0.888 -1.990 -1.034
H 3.471 -1.040 6.211
H 2.182 -7.379 1.556
H 0.096 -1.069 -3.809
H -1.295 -1.554 -8.290
H 6.789 -11.495 -0.848
H -2.031 9.173 -2.428
H -3.614 8.165 5.745
H 1.635 -0.847 2.108
H 3.193 -4.426 -1.849
H -4.779 4.656 1.294
H -2.649 6.347 -4.917
H 3.634 0.734 6.011
H 2.051 -1.059 8.269
H 0.943 5.281 -0.806
H -2.693 5.328 1.464
H 0.476 -2.034 2.653
H -6.032 6.247 2.397
H -3.247 2.544 2.705
H -4.410 -2.795 0.786
H 2.385 -0.701 -4.101
H 3.260 1.867 -1.602
H -0.486 -1.470 6.985
H -2.596 4.855 3.188
H -2.654 -0.407 -8.261
H 0.807 0.821 9.673
H -0.190 -1.851 0.558
*
```

=====

[11]
Here is 2 unconnected molecules or ions with the total composition C4H8N2O in a non-equilibrium geometry from the Open Molecules 2025 dataset. Energies are from ωB97M-V/def2-TZVPD.

Properties
- E_HOMO (alpha / beta): -0.4872 / -0.4872 Ha
- Energy above the lowest of the compared OMol25 structures with the same formula, charge and spin: 1.863 eV
- Orbital gap (alpha / beta): 8.35 / 5.01 eV

```
! RIJCOSX wB97M-V def2-TZVPD def2/J DEFGRID3
* xyz 1 2
O -5.209 -3.582 1.762
N 0.838 2.501 -0.296
N 2.494 1.136 0.415
C 1.614 -0.974 -0.768
C 0.717 1.270 -0.963
C 1.533 0.367 -0.259
C 2.069 2.380 0.324
H 2.185 3.318 0.846
H 2.068 -0.921 -1.784
H 0.600 3.409 -0.752
H -0.196 0.834 -1.543
H 0.575 -1.272 -0.811
H -5.392 -2.666 1.989
H -6.056 -4.077 2.043
H 2.161 -1.723 -0.202
*
```

=====

[12]
Here is a single C4H8S molecule in a non-equilibrium geometry from the Open Molecules 2025 dataset. Energies are from ωB97M-V/def2-TZVPD.

Properties
- SMILES: C=CSCC
- E_HOMO: -0.3048 Ha
- Energy above the lowest of the compared OMol25 structures with the same formula, charge and spin: 4.214 eV
- Orbital gap: 9.34 eV

```
! RIJCOSX wB97M-V def2-TZVPD def2/J DEFGRID3
* xyz 0 1
S -0.100 -1.018 0.055
C 1.102 0.222 0.348
C -1.566 0.128 0.034
C -2.861 -0.248 -0.043
C 2.293 -0.212 -0.182
H -3.154 -1.283 0.251
H -3.567 0.727 -0.188
H 2.760 -0.523 0.696
H 2.102 -0.888 -1.092
H 1.208 0.408 1.558
H -1.430 1.205 -0.417
H 0.166 0.854 -0.268
H 3.047 0.628 -0.752
*
```